(1)
{"formula": "C14H25Cl8Mg2O6", "method": "ωB97M-V with the def2-TZVPD basis set", "de_lowest_kj_mol": 0.0, "total_charge": 1, "e_lumo_ev": -5.29, "species": ["Mg", "Mg", "C", "C", "O", "O", "H", "H", "H", "C", "C", "O", "O", "H", "H", "H", "C", "C", "O", "O", "H", "H", "H", "Cl", "C", "C", "Cl", "H", "H", "H", "H", "Cl", "C", "C", "Cl", "H", "H", "H", "H", "Cl", "C", "C", "Cl", "H", "H", "H", "H", "Cl", "C", "C", "Cl", "H", "H", "H", "H"], "coordinates": [[-1.715, 2.325, 0.541], [-2.858, -0.801, 0.342], [-3.084, 0.900, 4.298], [-2.919, 0.961, 2.808], [-2.604, 2.035, 2.245], [-3.028, -0.139, 2.169], [-3.907, 0.230, 4.542], [-3.216, 1.897, 4.704], [-2.183, 0.444, 4.711], [-5.148, 2.194, -1.912], [-4.001, 1.837, -1.016], [-3.854, 0.650, -0.595], [-3.196, 2.746, -0.680], [-6.092, 1.854, -1.485], [-5.056, 1.716, -2.887], [-5.196, 3.271, -2.040], [1.269, -0.069, -0.104], [0.070, 0.808, 0.026], [0.168, 2.058, 0.039], [-1.120, 0.316, 0.016], [1.706, 0.094, -1.097], [1.044, -1.127, -0.032], [2.100, 0.198, 0.551], [0.400, 3.006, 3.389], [1.713, 1.794, 3.221], [2.868, 2.403, 2.441], [4.265, 1.312, 2.563], [1.326, 0.936, 2.680], [2.028, 1.527, 4.224], [3.154, 3.371, 2.838], [2.610, 2.481, 1.388], [0.240, -1.088, -3.362], [0.201, -2.702, -2.667], [1.259, -3.636, -3.211], [1.130, -3.794, -4.989], [-0.771, -3.190, -2.772], [0.348, -2.623, -1.586], [1.194, -4.637, -2.797], [2.265, -3.262, -3.029], [2.452, -3.523, 0.178], [1.649, -4.839, 1.092], [0.655, -5.553, 0.206], [-0.073, -6.926, 1.070], [1.188, -4.364, 1.953], [2.431, -5.507, 1.443], [1.135, -5.958, -0.682], [-0.118, -4.859, -0.122], [4.329, 3.933, -2.022], [2.644, 3.468, -1.667], [1.949, 2.960, -2.909], [2.684, 1.454, -3.505], [2.124, 4.303, -1.204], [2.700, 2.681, -0.918], [1.936, 3.711, -3.695], [0.906, 2.720, -2.694]], "nbo_charge": [1.81, 1.88, -0.72, 0.87, -0.85, -0.94, 0.25, 0.25, 0.25, -0.73, 0.86, -0.94, -0.84, 0.25, 0.25, 0.25, -0.76, 0.82, -0.80, -0.97, 0.29, 0.23, 0.26, -0.07, -0.37, -0.39, -0.04, 0.20, 0.24, 0.24, 0.22, -0.02, -0.42, -0.39, -0.04, 0.21, 0.20, 0.22, 0.23, -0.08, -0.37, -0.39, -0.03, 0.22, 0.24, 0.23, 0.20, -0.04, -0.39, -0.39, -0.05, 0.23, 0.21, 0.23, 0.21]}

(2)
{"formula": "C6H10N2O", "method": "ωB97M-V with the def2-TZVPD basis set", "de_lowest_kj_mol": 656.3, "e_lumo_ev": 0.12, "species": ["C", "C", "C", "C", "C", "C", "H", "H", "H", "H", "H", "H", "H", "H", "H", "H", "N", "N", "O"], "coordinates": [[1.325, -1.608, -0.971], [0.434, -0.539, -0.738], [-0.034, 0.428, -1.563], [-0.922, 1.308, -0.920], [-0.960, 0.818, 0.426], [0.298, -0.778, 1.941], [1.749, -1.759, -2.007], [1.015, -2.734, -0.750], [2.113, -1.429, -0.290], [0.197, 1.690, -3.304], [-1.759, 1.911, -1.245], [-0.906, 1.674, 2.379], [-2.096, 2.260, 1.107], [-0.653, -1.556, 2.376], [1.515, -1.478, 1.896], [0.469, 0.331, 2.578], [-1.592, 1.371, 1.450], [-0.184, -0.267, 0.534], [-0.007, 0.353, -2.900]], "nbo_charge": [-0.64, 0.01, 0.25, -0.46, 0.34, -0.46, 0.25, 0.20, 0.21, 0.41, 0.22, 0.36, 0.39, 0.25, 0.25, 0.21, -0.81, -0.35, -0.63]}

(3)
{"formula": "C14H16O2S", "method": "ωB97M-V with the def2-TZVPD basis set", "de_lowest_kj_mol": 0.0, "smiles": "O=C(Sc1ccccc1)[C@H]1OC12CCCCC2", "e_lumo_ev": 0.23, "species": ["O", "C", "S", "C", "C", "C", "C", "C", "C", "C", "O", "C", "C", "C", "C", "C", "C", "H", "H", "H", "H", "H", "H", "H", "H", "H", "H", "H", "H", "H", "H", "H", "H"], "coordinates": [[1.018, 1.585, 0.975], [1.009, 0.599, 0.235], [2.533, -0.069, -0.363], [2.661, 0.928, -1.828], [2.578, 0.333, -3.085], [2.767, 1.088, -4.257], [2.995, 2.455, -4.172], [3.061, 3.071, -2.868], [2.955, 2.326, -1.698], [-0.351, 0.023, -0.169], [-0.595, -1.380, -0.158], [-1.173, -0.712, 0.925], [-2.711, -0.624, 0.800], [-3.438, -1.136, 1.997], [-2.711, -2.267, 2.720], [-1.393, -1.762, 3.308], [-0.504, -1.047, 2.275], [2.383, -0.736, -3.116], [2.691, 0.649, -5.223], [3.097, 3.054, -5.055], [3.220, 4.151, -2.783], [3.077, 2.772, -0.714], [-0.897, 0.683, -0.829], [-3.106, 0.379, 0.591], [-3.010, -1.218, -0.039], [-4.431, -1.466, 1.723], [-3.570, -0.309, 2.686], [-3.352, -2.732, 3.523], [-2.531, -3.085, 1.963], [-1.601, -1.090, 4.143], [-0.865, -2.611, 3.748], [0.309, -1.735, 2.035], [-0.113, -0.116, 2.712]], "nbo_charge": [-0.51, 0.39, 0.21, -0.18, -0.21, -0.21, -0.20, -0.21, -0.21, -0.05, -0.48, 0.28, -0.44, -0.40, -0.39, -0.40, -0.46, 0.23, 0.22, 0.22, 0.22, 0.24, 0.21, 0.22, 0.22, 0.21, 0.19, 0.21, 0.20, 0.20, 0.21, 0.23, 0.23]}

(4)
{"formula": "C18H37IN3O6", "method": "ωB97M-V with the def2-TZVPD basis set", "de_lowest_kj_mol": 0.0, "total_charge": 1, "e_lumo_ev": -2.96, "species": ["C", "C", "I", "C", "N", "C", "C", "N", "C", "N", "H", "H", "H", "H", "H", "H", "H", "H", "H", "H", "H", "H", "H", "O", "C", "O", "C", "C", "C", "H", "H", "H", "H", "H", "H", "H", "H", "O", "C", "O", "C", "C", "C", "H", "H", "H", "H", "H", "H", "H", "H", "O", "C", "O", "C", "C", "C", "H", "H", "H", "H", "H", "H", "H", "H"], "coordinates": [[-0.620, -1.963, 2.840], [-1.618, -1.646, 1.733], [-3.422, -0.845, 2.561], [-1.145, -0.619, 0.693], [0.178, -0.930, 0.167], [0.495, -2.110, -0.658], [1.925, -2.482, -0.246], [2.380, -1.255, 0.448], [1.301, -0.465, 0.670], [1.462, 0.708, 1.298], [0.395, -2.075, 2.437], [-0.871, -2.908, 3.327], [-0.600, -1.186, 3.609], [-1.953, -2.561, 1.240], [-1.850, -0.585, -0.143], [-1.114, 0.392, 1.111], [-0.244, -2.910, -0.624], [0.591, -1.705, -1.670], [2.017, -3.342, 0.422], [2.519, -2.655, -1.142], [2.861, -1.400, 1.331], [2.087, 1.415, 0.918], [0.799, 1.034, 1.986], [1.444, 3.006, -0.218], [1.789, 3.182, -1.371], [2.915, 3.852, -1.590], [3.500, 4.013, -2.906], [2.901, 5.184, -3.647], [0.947, 2.711, -2.529], [3.431, 3.081, -3.464], [4.553, 4.187, -2.693], [1.842, 5.035, -3.856], [3.418, 5.316, -4.597], [3.008, 6.099, -3.064], [0.208, 3.484, -2.746], [0.413, 1.815, -2.218], [1.513, 2.499, -3.431], [-6.183, -0.224, 9.499], [-5.956, -0.215, 8.323], [-4.878, 0.486, 7.886], [-4.420, 0.443, 6.535], [-5.155, 1.440, 5.660], [-6.859, -0.898, 7.322], [-4.477, -0.572, 6.138], [-3.363, 0.702, 6.595], [-6.219, 1.211, 5.599], [-4.750, 1.442, 4.646], [-5.053, 2.443, 6.073], [-7.663, -0.207, 7.067], [-7.297, -1.763, 7.811], [-6.368, -1.213, 6.406], [2.558, 0.718, -4.848], [2.743, -0.459, -5.038], [3.707, -0.837, -5.878], [4.085, -2.213, -6.076], [3.209, -2.901, -7.098], [1.851, -1.487, -4.372], [4.102, -2.741, -5.122], [5.113, -2.152, -6.427], [2.171, -2.962, -6.769], [3.571, -3.915, -7.272], [3.234, -2.357, -8.041], [0.959, -1.634, -4.980], [1.563, -1.050, -3.419], [2.319, -2.453, -4.198]], "nbo_charge": [-0.65, -0.32, 0.13, -0.26, -0.36, -0.23, -0.23, -0.56, 0.70, -0.82, 0.19, 0.25, 0.23, 0.23, 0.24, 0.24, 0.24, 0.22, 0.22, 0.23, 0.43, 0.47, 0.42, -0.66, 0.82, -0.49, -0.08, -0.64, -0.75, 0.20, 0.20, 0.21, 0.23, 0.23, 0.26, 0.22, 0.26, -0.55, 0.79, -0.51, -0.07, -0.64, -0.74, 0.17, 0.19, 0.21, 0.21, 0.23, 0.25, 0.25, 0.21, -0.60, 0.81, -0.49, -0.07, -0.64, -0.74, 0.17, 0.21, 0.20, 0.23, 0.23, 0.26, 0.22, 0.22]}

(5)
{"formula": "C4H3FO3", "method": "ωB97M-V with the def2-TZVPD basis set", "de_lowest_kj_mol": 12.9, "smiles": "O=C1OC/C(=C\\F)O1", "e_lumo_ev": 0.63, "species": ["O", "C", "O", "C", "C", "C", "F", "O", "H", "H", "H"], "coordinates": [[-0.670, -0.227, 2.961], [-0.360, -0.236, 1.804], [0.582, -1.040, 1.307], [0.769, -0.800, -0.071], [-0.224, 0.329, -0.329], [-0.480, 1.005, -1.444], [0.162, 0.677, -2.543], [-0.839, 0.599, 0.858], [1.769, -0.399, -0.271], [0.506, -1.700, -0.713], [-1.215, 1.791, -1.558]], "nbo_charge": [-0.56, 0.97, -0.47, -0.12, 0.17, 0.17, -0.32, -0.45, 0.21, 0.22, 0.19]}

(6)
{"formula": "C5H8N2O2", "method": "ωB97M-V with the def2-TZVPD basis set", "de_lowest_kj_mol": 282.8, "smiles": "[H]/N=C(\\C)[C@H](N)C(O)=C=O", "e_lumo_ev": 0.23, "species": ["H", "N", "C", "C", "C", "N", "C", "O", "C", "O", "H", "H", "H", "H", "H", "H", "H"], "coordinates": [[2.745, 0.377, -0.337], [1.808, 0.281, -0.722], [0.989, -0.341, -0.001], [1.250, -0.953, 1.344], [-0.427, -0.484, -0.519], [-0.451, -0.523, -1.949], [-1.270, 0.664, 0.083], [-2.638, 0.428, -0.008], [-0.683, 1.726, 0.534], [-0.049, 2.620, 0.959], [2.210, -0.628, 1.741], [1.261, -2.038, 1.245], [0.460, -0.685, 2.042], [-0.890, -1.404, -0.139], [0.193, 0.163, -2.327], [-1.385, -0.372, -2.308], [-3.123, 1.170, 0.364]], "nbo_charge": [0.35, -0.64, 0.33, -0.69, -0.11, -0.82, -0.02, -0.67, 0.60, -0.45, 0.22, 0.23, 0.23, 0.21, 0.39, 0.37, 0.48]}

Copy entry 6 word for word.
{"formula": "C5H8N2O2", "method": "ωB97M-V with the def2-TZVPD basis set", "de_lowest_kj_mol": 282.8, "smiles": "[H]/N=C(\\C)[C@H](N)C(O)=C=O", "e_lumo_ev": 0.23, "species": ["H", "N", "C", "C", "C", "N", "C", "O", "C", "O", "H", "H", "H", "H", "H", "H", "H"], "coordinates": [[2.745, 0.377, -0.337], [1.808, 0.281, -0.722], [0.989, -0.341, -0.001], [1.250, -0.953, 1.344], [-0.427, -0.484, -0.519], [-0.451, -0.523, -1.949], [-1.270, 0.664, 0.083], [-2.638, 0.428, -0.008], [-0.683, 1.726, 0.534], [-0.049, 2.620, 0.959], [2.210, -0.628, 1.741], [1.261, -2.038, 1.245], [0.460, -0.685, 2.042], [-0.890, -1.404, -0.139], [0.193, 0.163, -2.327], [-1.385, -0.372, -2.308], [-3.123, 1.170, 0.364]], "nbo_charge": [0.35, -0.64, 0.33, -0.69, -0.11, -0.82, -0.02, -0.67, 0.60, -0.45, 0.22, 0.23, 0.23, 0.21, 0.39, 0.37, 0.48]}